Record 1
Molecular formula: C26H37ClN4O2
Method: DFT, ωB97M-V with the def2-TZVPD basis set

Its energy above the lowest of the compared OMol25 structures with the same formula, charge and spin is 1.90 kcal per mole. Its structure (SMILES) is Cc1oc(-c2ccc(Cl)cc2)nc1CN1CCC(C(=O)NCCCN2CCC[C@H](C)C2)CC1.

The geometry in ORCA input format:
```
! wB97M-V def2-TZVPD RIJCOSX def2/J DEFGRID3
* xyz 0 1
Cl 6.5056 -1.9976 1.1350
O 0.2354 -4.0063 -0.3133
O -2.8565 0.5499 3.2835
N 0.0972 -1.9429 -1.0890
N -1.6953 -0.1471 1.4748
N -2.9295 -1.0345 -0.8475
N 1.1329 2.6402 0.3564
C 2.9098 -1.4713 -0.4828
C -1.0227 -3.8349 -0.7930
C -2.2598 -1.8146 -1.8719
C 0.6726 0.4292 1.3613
C 2.9122 2.2576 -2.0146
C -4.0385 0.4030 1.1969
C -1.1100 -2.5562 -1.2739
C -4.6473 -0.9775 0.9268
C 0.4889 1.9442 1.4558
C 2.7349 4.5946 -1.0448
C -3.7514 -1.8465 0.0365
C 2.5815 2.6028 0.4499
C 2.2407 -2.6419 -0.1223
C -2.8024 0.2800 2.0974
C -3.6459 0.1389 -1.3049
C 2.9073 -3.6145 0.6221
C -3.7662 1.1252 -0.1354
C -0.4213 -0.3149 2.1250
C -1.9770 -4.9679 -0.7259
C 0.8636 -2.8279 -0.5206
C 1.2118 4.6468 -1.0338
C 4.2184 -3.4189 1.0081
C 4.2188 -1.2718 -0.0963
C 0.6757 4.0134 0.2456
C 4.8675 -2.2465 0.6497
C 3.2233 3.1613 -0.8235
H -4.3877 -2.5393 -0.5445
H -5.6153 -0.8301 0.4424
H -1.5116 -5.8714 -1.1167
H 0.8458 2.3058 2.4370
H 2.9374 3.1830 1.3232
H 3.1198 5.2283 -0.2413
H 2.8926 1.5658 0.5843
H -4.6435 -0.1210 -1.6957
H -0.5810 2.1620 1.3961
H 4.3097 3.1859 -0.6765
H -0.5219 0.0647 3.1451
H 0.9972 4.6165 1.1163
H -0.1672 -1.3821 2.1711
H 1.8505 2.0325 -2.0417
H 4.7420 -0.3682 -0.3682
H -3.0844 0.6065 -2.1161
H -4.5747 1.8260 -0.3493
H -2.8432 1.7008 -0.0536
H 0.8168 4.1042 -1.8924
H -2.9438 -2.5221 -2.3731
H -0.4176 4.0129 0.2248
H 0.8696 5.6816 -1.0978
H 2.3915 -4.5212 0.8982
H 0.6214 0.1347 0.3119
H 3.4589 1.3213 -1.9312
H 3.2002 2.7384 -2.9470
H -2.8642 -4.7383 -1.3080
H 2.3862 -0.7328 -1.0672
H -1.8560 -1.1264 -2.6171
H -4.8279 -1.4908 1.8719
H -1.7637 -0.3886 0.4872
H 3.1208 4.9827 -1.9896
H -4.7597 0.9785 1.7854
H 4.7379 -4.1675 1.5854
H -3.0808 -2.4524 0.6525
H -2.2714 -5.1604 0.3058
H 1.6429 0.1272 1.7569
*
```

natural (NBO) population analysis, charges in e, atoms 1 to 4: Cl 0.0143; O -0.4098; O -0.6472; N -0.4653

---

Record 2
Molecular formula: C26H37N3O6SSi2W
Method: DFT, ωB97M-V with the def2-TZVPD basis set

The geometry in ORCA input format:
```
! wB97M-V def2-TZVPD RIJCOSX def2/J DEFGRID3
* xyz 0 1
W 0.0275 0.3171 0.3558
S 0.0829 3.0401 -0.0390
Si -2.7730 0.3734 2.2445
Si 0.2831 0.4987 -2.9864
O 0.2331 -1.4743 0.0809
O 0.6697 -0.2478 3.9533
O 0.3545 0.9573 2.0601
O -1.0843 2.2796 0.4284
O -0.1385 3.8948 -1.1580
O 1.1431 2.0111 -0.2351
N -0.6478 0.5716 -1.5255
N 2.2764 -0.1207 0.7953
N -1.8437 -0.2129 0.8759
C 1.4246 2.0004 -3.3076
C 1.0189 0.0410 2.8086
C -4.2197 0.2286 -2.5413
C 0.1104 -2.7282 0.5841
C -0.5952 0.2855 -4.6756
C -2.0297 0.3386 -1.4986
C -0.4448 -2.8220 1.9759
C -1.9348 1.4259 3.5992
C 2.1949 -0.4686 2.1359
C 4.6041 -0.8859 0.8483
C 0.6509 4.0080 1.3608
C -2.8954 0.6396 -2.5476
C 5.8171 -1.0054 0.1644
C 3.2551 -1.0840 2.8313
C 4.8647 0.0281 -1.7755
C 3.4893 -0.2937 0.1890
C 5.9502 -0.5641 -1.1377
C -4.1555 1.5494 1.6271
C -2.5839 -0.2416 -0.3204
C 4.4425 -1.3104 2.2021
C 3.6580 0.1682 -1.1227
C -3.8852 -0.7374 -0.3843
C 1.2960 -1.1434 -2.8485
C -0.1080 -3.8408 -0.3964
C -4.6963 -0.5254 -1.4865
C -3.5641 -1.1533 3.1229
H 2.2959 -1.0477 -3.2617
H 0.8063 -1.9509 -3.3864
H -2.5258 1.2270 -3.3696
H -1.3606 -0.4835 -4.6787
H -4.8669 0.4862 -3.3658
H 0.8871 2.7800 -3.8365
H -4.2764 -1.2618 0.4716
H 0.6651 -3.8275 -1.1622
H 3.1037 -1.3367 3.8703
H -0.5261 -1.8161 2.4045
H -1.0763 -3.7266 -0.8975
H -2.6961 1.7369 4.3077
H 4.9736 0.4025 -2.7825
H -1.1709 0.8868 4.1467
H 0.1979 -3.4280 2.6168
H -4.9412 1.0275 1.0961
H -3.7205 2.2744 0.9438
H 1.8006 2.4346 -2.3897
H -1.4399 -3.2738 1.9714
H -1.4862 2.3231 3.1828
H -0.0876 4.7648 1.5915
H 1.3964 -1.4482 -1.8037
H 6.8961 -0.6627 -1.6517
H -0.0882 -4.8002 0.1108
H -4.6170 2.0892 2.4483
H -3.4573 -2.0720 2.5538
H -5.7059 -0.9109 -1.4966
H -1.0401 1.2057 -5.0378
H 2.8204 0.6592 -1.5872
H 0.7666 3.3007 2.1759
H 0.1590 -0.0023 -5.4019
H 5.2791 -1.7686 2.7098
H -4.6234 -0.9826 3.2810
H 2.2713 1.7094 -3.9237
H 1.6039 4.4521 1.1049
H 6.6602 -1.4358 0.6881
H -3.1216 -1.3204 4.0987
*
```

Löwdin population analysis, charges in e, atoms 1 to 4: W 1.7811; S 0.4804; Si 0.5202; Si 0.5159

---

Record 3
Molecular formula: C26H37N6PRhSe2
Method: DFT, ωB97M-V with the def2-TZVPD basis set

As for the expectation value of S²: 6.018. Its energy above the lowest of the compared OMol25 structures with the same formula, charge and spin is 0.00 kcal per mole.

The geometry in ORCA input format:
```
! wB97M-V def2-TZVPD RIJCOSX def2/J DEFGRID3
* xyz 3 5
Rh 0.5645 -0.4086 -0.5436
Se 2.6979 -0.8895 1.1864
Se 5.8423 -0.7119 0.3279
P -1.0913 1.3724 -0.3831
N -0.2334 -3.5902 -1.6168
N -1.2107 -1.4896 -1.4338
N 1.5507 1.4602 -1.6542
N 1.4747 -1.9902 -1.8425
N -2.5449 -3.4125 -1.5044
N 1.7293 -4.1768 -2.6268
C 1.0189 -3.1877 -2.0419
C -2.6812 -4.8652 -1.6261
C 6.9092 -1.9403 1.3584
C 2.0326 -1.2785 2.9718
C 0.0437 5.2886 -0.6537
C -0.1966 1.9858 2.2258
C 1.8593 3.9003 -1.4261
C -0.2225 2.8968 -0.7461
C -0.8746 1.0814 1.3983
C 1.3476 5.1531 -1.1123
C -0.7402 4.1614 -0.4712
C 3.7100 0.7397 1.6017
C -4.6130 1.5844 -2.3385
C 1.0694 2.7746 -1.2584
C -3.2697 1.4521 -2.0278
C -5.1294 1.8372 0.0031
C -2.8514 1.5174 -0.6942
C -0.8467 0.7137 4.1653
C -0.1911 1.8031 3.6008
C -1.3623 -2.7799 -1.5101
C 5.1986 0.4668 1.7408
C -3.7597 -2.5976 -1.5108
C -1.4827 -0.2157 3.3503
C -3.7863 1.7103 0.3236
C -1.4946 -0.0378 1.9758
C -5.5417 1.7738 -1.3218
H -3.7781 -1.9228 -2.3691
H 1.4307 -0.4352 3.2949
H 1.4205 -2.1731 2.8928
H 5.7883 1.3849 1.6775
H -6.5906 1.8802 -1.5641
H -4.9361 1.5477 -3.3701
H 1.9636 6.0308 -1.2544
H -1.9957 -1.0614 3.7889
H 0.2701 2.8659 1.8003
H -2.0364 -0.7388 1.3501
H -5.8556 1.9974 0.7885
H 1.1634 1.2427 -2.5713
H 3.3592 1.1122 2.5649
H -4.6196 -3.2544 -1.5852
H 0.2931 2.5333 4.2362
H 2.5547 1.5096 -1.7978
H 7.3772 -2.6350 0.6668
H -1.9893 -5.3895 -0.9657
H 5.4382 -0.0376 2.6753
H -3.6758 -5.1437 -1.2927
H -1.7544 4.2573 -0.1016
H -2.5571 -5.2045 -2.6565
H -0.3562 6.2695 -0.4375
H 7.6580 -1.3645 1.9035
H 6.2422 -2.4513 2.0521
H 2.6557 -3.9909 -2.9703
H 2.8580 3.8133 -1.8390
H 2.8730 -1.4616 3.6352
H -2.0944 -0.9988 -1.4821
H -0.8674 0.5938 5.2406
H -0.4073 -4.5786 -1.6883
H -3.4740 1.7750 1.3579
H -2.5459 1.3136 -2.8247
H -3.8499 -2.0158 -0.5902
H 2.3694 -1.8720 -2.3036
H 1.2766 -4.9932 -3.0032
H 3.4672 1.4941 0.8557
*
```

Löwdin population analysis, charges in e, atoms 1 to 4: Rh 0.7096; Se 0.9317; Se 1.2256; P 1.0323

---

Record 4
Molecular formula: C26H38ClFIrN3O4
Method: DFT, ωB97M-V with the def2-TZVPD basis set

As for the expectation value of S²: 6.034.

The geometry in ORCA input format:
```
! wB97M-V def2-TZVPD RIJCOSX def2/J DEFGRID3
* xyz 0 5
Ir 0.0612 0.8539 0.0575
Cl 1.4367 1.2152 -1.8222
F 4.6890 -1.9504 3.0909
O -1.2527 1.0498 1.7286
O 0.8293 2.7062 0.6587
O -1.4927 2.0521 -0.7720
O -1.1244 -0.7466 -0.3242
N -3.5977 2.6248 -1.3763
N -1.4804 -0.8621 2.9822
N 2.7574 3.9206 0.7882
C -5.0276 2.4827 -1.1449
C -0.7692 -5.3915 -1.5429
C -1.1579 -4.0864 -1.8695
C 0.1895 -4.5804 0.5257
C -1.9305 0.0380 2.1053
C 3.0443 -0.2435 2.9788
C 1.9700 0.3348 2.2950
C -0.0847 -5.6440 -0.3430
C 4.2166 3.8807 0.8441
C 2.0986 2.8078 0.5084
C -0.2381 -3.2846 0.2157
C -0.4171 -1.0852 -2.6612
C -0.5108 -0.5150 4.0136
C -3.1751 3.7244 -2.2397
C 0.7970 -1.6054 -2.9285
C 3.6591 -1.3489 2.4046
C -1.0418 0.0417 -3.4328
C -0.8634 -3.0215 -1.0080
C 1.7850 -1.0595 -3.9104
C -2.7439 1.8275 -0.7251
C 2.1889 -1.2710 0.5218
C 1.5561 -0.1734 1.0741
C 2.0340 5.1372 1.1045
C 3.2539 -1.8743 1.1947
C -1.9713 -2.2413 2.9684
C -1.2017 -1.5808 -1.4503
H 2.3160 5.4512 2.1135
H 2.7214 1.9827 0.1304
H 0.2413 -6.6609 -0.0920
H 4.6711 4.4822 0.0517
H -5.4283 3.4068 -0.7056
H 1.1021 -2.5325 -2.4080
H -5.5549 2.2917 -2.0895
H 1.4567 1.1891 2.7029
H 2.7049 -0.8137 -3.3638
H 0.7441 -4.7372 1.4529
H 3.3764 0.1452 3.9273
H 3.7626 -2.7599 0.7881
H -0.6198 0.0958 -4.4468
H -0.8499 0.9901 -2.9043
H -2.2625 -1.6253 -1.7699
H -2.1304 3.6197 -2.5343
H -0.2697 0.5456 3.9428
H -2.5834 -2.3843 2.0719
H 1.8470 -1.6104 -0.4606
H 0.3998 -1.1084 3.8776
H -0.9379 -0.7419 4.9966
H 2.0238 -1.8570 -4.6236
H -1.6787 -3.8564 -2.8090
H 2.3016 5.9105 0.3765
H -3.2143 0.9800 -0.1832
H 4.5551 2.8472 0.7190
H 0.9673 4.9027 1.0483
H -3.8156 3.7113 -3.1277
H -1.1280 -2.9469 2.9464
H -2.9315 -0.1917 1.6739
H -2.5726 -2.4412 3.8659
H -0.0585 -2.4552 0.9044
H 4.5647 4.2423 1.8139
H -0.9911 -6.2142 -2.2286
H 1.4291 -0.1761 -4.4537
H -3.3307 4.6800 -1.7239
H -5.1918 1.6455 -0.4577
H -2.1203 -0.1381 -3.5314
*
```

Löwdin population analysis, charges in e, atoms 1 to 4: Ir 1.4235; Cl 0.2403; F 0.0341; O -0.1821

---

Record 5
Molecular formula: C26H38INO12S5
Method: DFT, ωB97M-V with the def2-TZVPD basis set

Its structure (SMILES) is O=C(O)CN1C(=O)c2ccc(I)c(S)c2C1=O.O=S1(=O)CCCC1.O=S1(=O)CCCC1.O=S1(=O)CCCC1.O=S1(=O)CCCC1.

The geometry in ORCA input format:
```
! wB97M-V def2-TZVPD RIJCOSX def2/J DEFGRID3
* xyz 0 1
I 2.6498 3.1029 6.6087
S -0.2585 -0.2968 -1.3505
S -2.5571 -3.3129 -5.3127
S 5.4250 6.2757 5.8741
S 4.9082 2.7858 4.1028
S -6.7759 -4.3892 -2.3796
O 6.2989 5.1314 5.8000
O -1.6038 -2.2919 -5.6860
O 3.6033 1.5316 -1.1598
O 2.7973 1.9440 0.8542
O -0.6827 -1.6732 -1.3896
O -3.8007 -3.4827 -6.0261
O 0.4339 0.2472 -0.2020
O 5.8157 0.4144 2.0211
O -5.7891 -3.3707 -2.6417
O 4.0197 6.1443 6.1674
O 2.6666 -2.6839 2.1528
O -6.5486 -5.4286 -1.4089
N 3.9108 -0.8156 1.4630
C 6.2456 8.5899 4.8350
C -2.8945 -4.6186 -3.0700
C 7.0501 8.3190 6.1129
C -0.3553 0.4987 -3.8448
C -8.7752 -5.2636 -3.8317
C -1.3066 1.4325 -3.0855
C -9.2605 -3.9364 -3.2352
C 6.1488 7.4641 6.9979
C -7.2572 -5.1464 -3.9262
C 1.8148 -0.5708 4.4022
C 1.8103 0.4702 5.2947
C 3.7316 0.4355 3.3904
C 2.7101 1.4978 5.2397
C 4.6845 0.0893 2.2386
C 3.0666 -1.5621 2.3148
C -1.6874 -5.2832 -3.7438
C -1.7238 -4.9022 -5.2290
C 3.2835 1.0897 -0.0833
C 0.6884 0.0528 -2.8249
C -2.9086 -3.1806 -3.5701
C 3.4099 -0.4198 0.1440
C -1.6581 0.7501 -1.7574
C 5.6352 7.2565 4.3855
C 3.7082 1.4819 4.2572
C -8.3594 -3.6149 -2.0364
C 2.7806 -0.5784 3.4472
H 1.3837 0.8601 -2.5886
H -0.7258 -4.8042 -5.6497
H 0.1072 0.9961 -4.6954
H -1.6982 -6.3652 -3.6162
H 6.8668 9.0203 4.0507
H -10.3067 -3.9865 -2.9365
H 1.0880 -1.3710 4.4522
H -6.9611 -4.4726 -4.7308
H -9.2212 -5.4565 -4.8062
H -2.2039 1.6500 -3.6631
H 7.3397 9.2425 6.6126
H -0.9062 -0.3672 -4.2204
H 5.3370 8.0546 7.4222
H 1.2367 -0.8369 -3.1280
H -8.2129 -2.5448 -1.9125
H 7.9609 7.7688 5.8660
H -2.1070 -2.5992 -3.1127
H -8.7472 -4.0447 -1.1146
H 1.9325 1.6536 1.1781
H -0.7672 -4.9091 -3.2902
H -0.8049 2.3826 -2.8889
H -2.5351 0.1116 -1.8523
H -1.8096 1.4697 -0.9562
H 6.3030 6.7129 3.7196
H -9.1714 -3.1473 -3.9847
H 4.6671 7.3904 3.9094
H 6.6852 6.9424 7.7873
H 1.0650 0.4895 6.0806
H -3.8629 -2.6851 -3.4245
H 5.4492 9.3053 5.0514
H -6.7546 -6.1047 -4.0365
H 2.4581 -0.9016 -0.0739
H -9.0454 -6.0878 -3.1675
H -3.8128 -5.1269 -3.3713
H 4.1186 -0.7704 -0.6083
H -2.3033 -5.6144 -5.8139
H -2.8266 -4.6617 -1.9845
H 5.6913 2.6240 5.1883
*
```

Löwdin population analysis, charges in e, atoms 1 to 4: I 0.9620; S 0.6841; S 0.6731; S 0.6357

---

Record 6
Molecular formula: C26H38N5O8PTi
Method: DFT, ωB97M-V with the def2-TZVPD basis set

Its energy above the lowest of the compared OMol25 structures with the same formula, charge and spin is 83.63 kcal per mole.

The geometry in ORCA input format:
```
! wB97M-V def2-TZVPD RIJCOSX def2/J DEFGRID3
* xyz 0 1
Ti -0.9798 -0.0699 -0.7385
P 2.0001 0.6273 0.6014
O -6.1430 -3.4263 -1.6985
O -3.6876 -3.4646 -3.3595
O 1.9794 0.9134 2.2029
O -5.7755 -1.3735 0.4075
O -2.9623 -0.2400 -0.0672
O -1.8186 -1.3984 -2.0649
O 2.4925 2.0917 0.1019
O 3.3564 -0.2750 0.5993
N -2.2741 1.2733 -2.3235
N -1.1380 0.7456 1.3942
N -0.5072 2.5641 -0.5344
N 0.1458 0.4026 -2.3292
N -0.5074 -1.6743 0.6288
C -5.1686 -2.7499 -1.5353
C -2.5995 2.6075 -1.8380
C 1.0120 -1.8767 -2.8310
C -1.1564 -2.5988 2.7367
C -0.5744 3.0033 0.8616
C -0.6691 -3.8371 2.3105
C -1.4387 -0.1661 2.2379
C -0.1143 1.1311 -3.5490
C 4.8827 2.5261 -0.1753
C 2.9965 -0.4853 3.8887
C -1.3282 3.3472 -1.4642
C -0.0689 -3.9303 1.0799
C 1.7595 -0.2264 3.0619
C 3.6599 -2.5041 -0.2839
C -1.0488 -1.5380 1.8707
C -1.5335 2.1190 1.6302
C -3.0193 -1.7903 -1.7506
C 3.6360 2.7906 0.6405
C 0.0401 -2.8337 0.1716
C -3.8854 -2.7823 -2.3822
C -1.6481 1.1950 -3.6555
C 3.7046 -1.0245 -0.5786
C -3.6288 -1.1653 -0.6824
C -2.1777 0.1252 3.5093
C 0.4660 -0.7709 -2.0258
C -4.9728 -1.6902 -0.4389
H 2.6401 -2.8111 -0.0413
H 0.1360 -2.4724 -3.1000
H 0.4155 2.9026 1.3048
H 1.5250 -1.5281 -3.7315
H 0.4616 2.5732 -0.8276
H -0.7535 -4.7041 2.9574
H 0.9018 0.0131 3.6936
H 1.4994 -1.1059 2.4661
H -1.9867 0.2655 -4.1091
H -1.9584 2.0247 -4.2989
H 4.3206 -2.7392 0.5518
H 0.3125 0.6295 -4.4202
H -0.7518 3.5552 -2.3667
H -3.1601 3.1942 -2.5771
H 5.2026 1.4908 -0.0744
H 5.6897 3.1727 0.1734
H 4.7035 2.7409 -1.2294
H 4.7085 -0.7039 -0.8652
H 0.3360 2.1217 -3.4765
H 3.8338 -0.7400 3.2399
H -3.2353 2.4805 -0.9599
H 0.3406 -4.8846 0.7666
H -3.1136 0.7070 -2.3223
H 3.2565 0.3990 4.4715
H -1.5894 4.3202 -1.0366
H 3.7702 2.5050 1.6836
H 3.9943 -3.0693 -1.1561
H -2.4276 -0.7701 4.0649
H -1.5886 -2.4936 3.7198
H 3.3711 3.8478 0.6049
H -1.5939 0.7839 4.1556
H 1.6415 -2.5263 -2.2283
H -1.5206 2.3864 2.6884
H -3.1094 0.6386 3.2639
H 3.0319 -0.7643 -1.3990
H -0.8685 4.0547 0.9408
H 2.8196 -1.3136 4.5767
H -2.5601 2.2480 1.2673
*
```

Löwdin population analysis, charges in e, atoms 1 to 4: Ti 1.0758; P 0.8713; O 0.1543; O 0.1166

---

Total energy (computed, eV): -50141.8567, -72736.2193, -179467.7326, -58311.1589, -115913.9181, -83814.0116
Maximum force (computed, eV Å⁻¹): 1.17, 7.24, 0.61, 3.66, 1.75, 0.57